Density functional theory data (ωB97M-V with the def2-TZVPD basis set) for 10 unconnected molecules or ions with the total composition C28H47Cl2F3O27 in a non-equilibrium geometry.

Properties
- HOMO energy (Ha) = -0.3836
- SMILES = O=C1OC[C@@H](F)O1.O=C1OC[C@@H](F)O1.O=C1OC[C@@H](F)O1.COC(=O)OC.COC(=O)OC.COC(=O)OC.COC(=O)OC.COC(=O)OC.COC(=O)OC.ClCCl
- LUMO energy (eV) = 0.27
- gap between HOMO and LUMO (hartree) = 0.3934

XYZ file:
```
107
Properties=species:S:1:pos:R:3:mulliken_charge:R:1
C 2.90807 0.74392 3.09711 -0.39
O 3.56341 1.87452 3.67617 -0.40
C 3.11426 3.05836 3.35950 0.93
O 2.21730 3.26381 2.62169 -0.52
O 3.77404 3.93522 4.06360 -0.39
C 3.63904 5.32481 3.81777 -0.32
H 2.90714 0.00478 3.89436 0.33
H 3.35520 0.40354 2.16863 0.23
H 1.85690 0.99501 2.90055 0.07
H 4.03554 5.59499 2.83724 -0.03
H 4.28740 5.78093 4.56098 0.26
H 2.64185 5.76148 3.88688 0.29
C 6.02489 6.60322 0.10465 -0.64
O 5.06714 5.89531 -0.60740 -0.36
C 4.64888 4.76134 -0.05465 0.78
O 4.95035 4.34877 1.02865 -0.57
O 3.97121 4.09732 -0.97257 -0.25
C 3.23057 2.94928 -0.51676 -0.05
H 6.27997 7.53273 -0.39436 0.27
H 6.91706 6.00780 0.28755 0.30
H 5.64641 6.93415 1.08262 0.24
H 3.90464 2.19464 -0.09585 0.30
H 2.71307 2.47943 -1.34861 -0.21
H 2.47669 3.18720 0.23503 0.24
C 3.27989 0.25173 -6.08202 -0.81
O 2.54004 0.66888 -4.96889 0.01
C 1.99503 1.89349 -4.98314 0.44
O 1.66830 2.51124 -5.98753 -0.62
O 1.77758 2.27720 -3.69426 0.05
C 1.01554 3.48732 -3.43146 -0.74
H 3.26103 -0.82866 -6.11185 0.16
H 4.32744 0.57119 -6.02216 0.27
H 2.87640 0.70927 -6.98672 0.39
H 1.70539 4.33050 -3.51301 0.35
H 0.75729 3.44863 -2.37565 0.16
H 0.14438 3.52682 -4.07239 0.35
C -3.82161 -1.93726 3.16363 -0.71
O -2.80708 -2.87152 3.43172 0.00
C -3.04459 -3.61122 4.51152 0.62
O -3.96227 -3.55177 5.21460 -0.54
O -2.01468 -4.42359 4.65836 -0.29
C -2.09017 -5.42568 5.71536 -0.73
H -4.87815 -2.21450 3.11715 0.35
H -3.67283 -1.59485 2.12953 0.08
H -3.74585 -1.01694 3.74498 0.35
H -1.08197 -5.52405 6.11860 0.23
H -2.40922 -6.38630 5.31248 0.28
H -2.75273 -5.09972 6.51727 0.34
C -0.96221 -5.78050 -2.00910 -0.57
O -1.09178 -5.43432 -0.65174 -0.37
C -0.66878 -4.22047 -0.30280 0.73
O -0.34092 -3.35999 -1.09410 -0.31
O -0.73740 -4.12310 1.04889 -0.34
C -0.32549 -2.91466 1.65365 -0.27
H -0.54149 -6.77283 -2.05551 0.28
H -0.32803 -5.03752 -2.50144 0.19
H -1.92579 -5.71939 -2.51354 0.27
H -0.50981 -3.08159 2.70231 0.35
H -0.85779 -2.01358 1.35533 -0.06
H 0.73306 -2.73145 1.46140 0.13
C -4.78260 -0.92969 -1.13753 -0.77
O -4.03971 -1.72655 -2.01204 -0.22
C -4.18050 -1.47230 -3.31007 0.78
O -4.99104 -0.74709 -3.75276 -0.56
O -3.27686 -2.19721 -3.99223 -0.24
C -3.34492 -2.07254 -5.44195 -0.83
H -5.64711 -0.51819 -1.65456 0.43
H -4.20574 -0.07688 -0.75725 0.29
H -5.04170 -1.54897 -0.28674 0.19
H -3.18824 -1.04171 -5.72631 0.33
H -4.32185 -2.43263 -5.76932 0.39
H -2.62050 -2.74921 -5.87995 0.24
C -4.86942 1.67446 3.52981 -0.18
C -5.48755 3.05234 3.74102 0.29
O -6.82036 2.73870 4.11422 -0.34
C -6.82395 1.49102 4.66388 0.55
O -7.71066 1.02507 5.17760 -0.40
O -5.63559 0.87653 4.45188 -0.28
F -5.43138 3.91087 2.65882 -0.28
H -3.79634 1.71505 3.68806 0.24
H -4.96417 1.24389 2.52223 0.15
H -4.97849 3.54546 4.58212 0.27
C 4.04091 -2.61364 0.17054 -0.58
C 4.23506 -3.14876 -1.26723 0.29
O 3.91969 -2.02789 -2.03443 -0.29
C 3.08343 -1.20160 -1.34096 0.19
O 2.49663 -0.27270 -1.79278 -0.10
O 3.03469 -1.58603 -0.03051 -0.10
F 3.34283 -4.16368 -1.53626 -0.27
H 4.94560 -2.11126 0.50889 0.30
H 3.59993 -3.30423 0.87525 0.32
H 5.26826 -3.42933 -1.44112 0.29
C -1.12947 -0.18853 -0.85358 1.00
C -0.48315 1.12316 -1.24992 1.71
O 0.08600 1.56896 -0.04313 -0.32
C -0.59513 1.00280 0.99211 0.36
O -0.50358 1.34956 2.07640 -0.50
O -1.38643 0.02251 0.56525 -0.16
F -1.48251 2.07008 -1.68266 -0.44
H -0.33693 -0.94389 -0.88281 -0.45
H -2.01121 -0.40204 -1.43661 -0.75
H 0.14040 1.01367 -2.13222 -0.72
C -0.00173 -1.73068 -3.70408 1.89
Cl -0.53958 -0.15677 -4.33893 -0.23
Cl 1.44254 -2.35754 -4.44773 -0.20
H 0.15589 -1.57365 -2.65467 -1.68
H -0.80521 -2.43227 -3.86000 0.26
```